Entry 1:
A gas-phase ion, C6H11N2 (charge +1) at a distorted geometry, computed with ωB97M-V/def2-TZVPD.

The geometry in XYZ format:
```
19
Properties=species:S:1:pos:R:3
C 3.545 -0.782 1.639
N 2.869 -0.614 0.622
N 2.387 -0.496 -0.443
C 1.117 -0.334 -0.887
C 1.096 -0.286 -2.228
C -0.031 -0.256 0.069
C -1.257 0.451 -0.520
C -2.334 0.651 0.538
H 3.749 -1.777 2.012
H 3.946 0.063 2.185
H 2.012 -0.367 -2.791
H 0.185 -0.190 -2.793
H 0.290 0.266 0.976
H -0.304 -1.276 0.363
H -1.658 -0.138 -1.347
H -0.956 1.427 -0.908
H -1.988 1.335 1.311
H -2.608 -0.292 1.007
H -3.228 1.075 0.089
```

Results
net charge = +1
ΔE to the lowest compared entry with this formula, charge and spin = 94.1 kcal/mol
E_HOMO = -14.9147 eV
E_LUMO = -5.70 eV
E = -9370.655 eV
gap between HOMO and LUMO = 9.22 eV
multiplicity = 1

=====

Entry 2:
A gas-phase ion, C5H8N (charge +1) at a distorted geometry, computed with ωB97M-V/def2-TZVPD.

The geometry in XYZ format:
```
14
Properties=species:S:1:pos:R:3
C 0.943 -1.928 -0.296
C -0.142 -1.193 -0.363
N -0.092 0.189 -0.079
C -1.090 1.129 -0.583
C -0.735 1.313 0.867
C 0.735 1.095 0.647
H 0.970 -3.067 -0.524
H 1.924 -1.640 -0.110
H -1.182 -1.581 -0.518
H -1.996 0.748 -0.784
H -0.610 1.806 -1.330
H -1.397 0.941 1.565
H 1.479 1.614 0.038
H 1.192 0.574 1.469
```

Results
net charge = +1
ΔE to the lowest compared entry with this formula, charge and spin = 98.4 kcal/mol
E_HOMO = -14.5890 eV
E_LUMO = -4.14 eV
E = -6793.821 eV
gap between HOMO and LUMO = 10.45 eV
multiplicity = 1